No. 1
Formula: C20H35CaN2O2P2
Source: the OMol25 dataset
Level of theory: the ωB97M-V functional and the def2-TZVPD basis

```
62
Properties=species:S:1:pos:R:3:forces:R:3:lowdin_charge:R:1
Ca 0.159 -0.462 -0.375 -0.2075 -1.0560 1.4351 0.964
P -1.657 -2.708 0.335 -0.6318 -0.5074 -1.3552 0.850
C -2.309 -2.969 -1.368 3.6809 2.7661 0.7509 -0.195
C -2.169 -1.781 -2.247 -0.5477 1.3146 -1.2724 -0.342
N -1.458 -0.593 -2.089 -1.6849 -0.1038 0.4777 -0.010
C -1.835 0.518 -2.803 0.3428 -0.6150 0.4448 -0.306
C -2.829 0.454 -3.757 -0.3306 -0.3133 -0.3353 -0.019
C -3.403 -0.771 -4.062 0.0587 0.1310 -0.1384 -0.020
C -3.005 -1.878 -3.355 -0.3366 -0.7442 0.2166 -0.034
C -1.229 1.885 -2.518 0.6432 0.3106 0.3467 -0.280
P 0.466 1.889 -1.651 -1.0280 1.4258 -1.3054 0.805
H -3.413 -2.872 -3.522 -0.2752 0.2879 -0.2494 0.125
H -3.139 1.351 -4.267 -0.0468 0.1250 -0.0426 0.123
H -4.186 -0.874 -4.797 0.0620 0.1343 -0.2142 0.122
H -1.116 2.483 -3.449 -0.1818 -0.5129 0.4120 0.098
H -1.889 2.504 -1.867 0.1572 -0.6805 -0.2928 0.102
H 0.281 -3.189 -2.013 -1.2018 -0.7441 -0.6583 -0.017
H -1.851 -3.760 -1.857 -0.0649 -2.3012 -1.1335 0.051
H 2.957 -0.908 -2.205 -0.9169 -1.5040 -1.3120 0.043
O 1.166 -2.893 -1.941 2.1142 0.9870 0.0919 -0.055
H 1.709 -3.151 -2.717 -0.9997 -0.0756 0.6158 0.082
H 2.136 -0.028 -0.772 -0.1904 0.1111 0.7298 0.037
O 3.164 -0.135 -1.723 0.3605 1.4496 -1.2495 -0.001
H 3.945 -0.414 -1.298 2.0708 -0.1519 1.4588 0.072
C 1.483 1.935 -3.169 0.3345 0.1668 -0.4037 -0.292
H 1.193 2.822 -3.751 0.0743 -0.2722 0.0924 0.047
H 2.553 2.029 -2.924 -0.4341 -0.2167 -0.1648 0.043
H 1.295 1.046 -3.797 0.2580 0.2659 0.3259 0.053
C 0.478 3.672 -1.211 0.1228 0.1693 0.3374 -0.257
H 1.316 3.865 -0.524 -0.3413 0.0646 -0.2577 0.024
H 0.589 4.300 -2.111 -0.0737 -0.2760 0.3407 0.056
H -0.463 3.937 -0.701 0.4411 -0.1211 -0.0894 0.055
C -3.394 -2.432 0.753 -0.4836 0.2091 0.8899 -0.265
H -3.883 -3.400 0.614 -0.1990 0.2104 0.3554 0.055
H -3.515 -2.016 1.746 -0.3117 -0.0535 0.1925 0.041
H -3.807 -1.760 -0.005 0.0172 0.1280 0.3623 0.052
C -1.291 -4.414 0.865 -0.0548 -0.1652 0.3644 -0.265
H -0.989 -4.400 1.920 -0.1161 -0.0592 -0.2180 0.052
H -2.192 -5.024 0.752 0.1798 -0.0371 0.0786 0.050
H -0.468 -4.869 0.297 -0.2011 0.2931 0.0639 0.046
C 2.492 2.814 1.826 -0.3664 -0.0126 0.2057 -0.105
N 3.023 1.689 2.545 0.9386 -0.0341 -0.6645 -0.283
C 3.454 1.948 3.893 -0.2633 0.1427 0.0695 -0.103
C 2.525 0.373 2.208 0.2438 -0.0353 0.2211 -0.191
C 1.135 0.131 2.742 -0.2314 -0.1492 1.6104 -0.296
C 0.911 -0.023 4.122 0.1795 0.1033 -0.4974 -0.052
C -0.398 -0.024 4.607 -0.0746 -0.0354 0.0917 -0.092
C -1.484 0.110 3.740 -0.4888 0.0926 -0.6262 -0.103
C -1.262 0.208 2.345 -0.3682 -0.2444 2.4770 -0.212
C 0.040 0.194 1.931 0.2147 0.4006 -3.7850 -0.295
H 3.005 3.717 2.180 -0.1518 -0.1342 -0.2281 0.087
H 1.403 2.951 1.976 0.1597 0.0688 -0.0571 0.088
H 2.670 2.703 0.743 0.0163 -0.0369 0.1938 0.061
H 2.617 2.117 4.591 0.1171 -0.0368 0.0461 0.082
H 4.052 1.108 4.264 -0.0590 0.1583 -0.0447 0.089
H 4.065 2.858 3.881 0.0143 -0.2186 0.1521 0.083
H 2.556 0.280 1.082 -0.1402 -0.0315 1.0028 0.060
H 3.220 -0.357 2.658 -0.0263 0.1228 -0.2596 0.122
H 1.768 -0.121 4.781 -0.1933 -0.0432 0.2510 0.101
H -0.568 -0.116 5.679 -0.0092 -0.0072 -0.2417 0.101
H -2.510 0.138 4.115 0.2891 -0.0057 0.1830 0.093
H -2.110 0.311 1.654 0.1415 -0.1035 0.2091 0.072
```
Positions in Å, forces in eV/Å.

Properties
Maximum force = 4.7 eV/Å
Net charge = +1
Total energy = -2402.95999 hartree
Lowest unoccupied orbital energy (spin up / spin down) = -3.25 / -4.64 eV
HOMO (spin up / spin down) = -9.0876 / -9.0667 eV


No. 2
Formula: C20H35N2O9
Source: the OMol25 dataset
Level of theory: the ωB97M-V functional and the def2-TZVPD basis

```
66
Properties=species:S:1:pos:R:3:forces:R:3:lowdin_charge:R:1
N -1.432 2.395 0.220 -0.3409 -0.1917 -0.2681 0.024
C -1.285 1.194 -0.598 1.2371 0.1227 0.7117 -0.199
C -0.271 0.185 0.091 -0.3465 1.2592 -0.9490 -0.343
O 0.861 0.937 0.481 0.1656 -0.5963 0.4198 -0.020
C -0.953 -0.429 1.299 -0.2782 0.1271 -0.9956 -0.056
N -0.359 -1.725 1.788 -1.0718 -0.2116 0.9972 -0.023
C -1.521 -2.659 2.086 1.3417 -0.8808 0.0643 -0.059
C -1.940 -3.517 0.893 -1.3365 -0.0078 0.3276 -0.205
O -3.061 -3.943 0.915 0.2372 0.0331 0.0407 0.101
C 0.372 -1.584 3.124 -0.2427 0.6660 1.1988 -0.155
O 1.129 -0.443 3.238 0.1875 -0.8816 -0.6648 0.007
C 2.407 -0.533 2.675 0.4788 0.5400 -0.1545 -0.256
C 2.929 -1.636 2.042 -0.7455 -0.7050 0.0320 -0.041
C 4.206 -1.590 1.500 -0.1454 -0.7214 -0.3231 -0.073
C 4.949 -0.451 1.566 1.0523 0.6838 -0.1603 -0.077
C 4.445 0.670 2.215 0.1419 -0.2269 -0.1313 -0.052
C 3.187 0.606 2.747 -0.7046 1.1141 0.7799 -0.018
H -1.350 2.177 1.205 -0.1078 0.2280 0.0040 0.056
H -0.685 3.041 0.001 -0.0910 0.0457 0.1525 0.070
H -0.760 1.517 -1.504 -0.5092 -0.2808 -0.1684 0.123
H -2.248 0.728 -0.834 0.1684 0.0231 -0.0339 0.114
H 0.023 -0.551 -0.677 -0.2523 -0.2828 0.3955 0.154
H 1.357 1.214 -0.299 -0.0320 -0.0359 0.0281 0.120
H -1.079 0.275 2.126 0.4954 -0.2409 0.0394 0.154
H -1.972 -0.663 0.969 0.2229 -0.1491 0.0248 0.138
H 0.222 -2.185 1.083 0.1839 0.4437 -0.0370 0.172
H -2.350 -2.124 2.549 0.0575 0.0947 -0.3902 0.154
H -1.150 -3.357 2.854 -0.1405 -0.0429 -0.2487 0.148
H -1.284 -3.799 0.045 0.4100 0.3726 0.3705 0.124
H -0.435 -1.494 3.860 0.0742 0.1484 -0.2129 0.158
H 0.905 -2.507 3.375 0.0208 0.0490 -0.5021 0.152
H 2.358 -2.559 1.955 0.2091 0.0309 -0.0203 0.103
H 4.599 -2.474 1.007 -0.0525 0.1140 0.0608 0.118
H 5.938 -0.409 1.119 -0.1176 -0.0922 0.0801 0.116
H 5.011 1.589 2.321 0.0328 -0.1522 -0.1340 0.120
H 2.798 1.498 3.236 -0.1463 -0.2670 -0.0083 0.129
C -0.010 8.572 -0.808 -0.1502 -0.2595 0.0980 -0.064
C 1.249 8.767 0.010 -0.0638 0.2834 -0.4937 -0.204
O 1.148 8.123 1.291 0.1327 -0.0409 0.1078 0.046
C 1.333 6.809 1.290 -0.1464 0.1933 -0.0746 -0.609
O 1.587 6.121 0.333 0.0157 -0.0789 0.0608 0.112
O 1.173 6.365 2.542 0.0885 -0.0319 -0.0275 0.012
C 1.270 4.951 2.663 -0.0198 -0.2576 0.2034 -0.052
H -0.886 8.893 -0.243 0.0462 0.1330 -0.0267 0.084
H 0.044 9.145 -1.734 0.0230 0.0317 0.0341 0.083
H -0.155 7.522 -1.062 0.0948 0.0149 -0.0504 0.072
H 1.394 9.826 0.217 -0.0002 -0.0714 0.2656 0.125
H 2.133 8.415 -0.523 -0.0350 -0.1707 0.0957 0.124
H 2.193 4.577 2.225 -0.0648 0.0318 -0.1217 0.092
H 0.405 4.480 2.194 0.0930 -0.0441 -0.0983 0.086
H 1.263 4.717 3.725 -0.0369 0.2035 0.0258 0.095
C -2.789 -4.564 -2.118 0.0889 -0.3425 -0.1346 -0.071
C -3.150 -4.071 -3.505 -0.1685 0.2255 0.3409 -0.205
O -2.265 -4.601 -4.494 0.0106 0.1010 -0.0911 0.035
C -2.506 -5.868 -4.855 0.1055 -0.0710 -0.0103 -0.609
O -3.390 -6.564 -4.431 -0.0158 0.0495 0.0195 0.130
O -1.589 -6.224 -5.750 -0.0377 0.0695 0.0128 0.010
C -1.676 -7.590 -6.168 0.0677 -0.2746 -0.1860 -0.032
H -1.735 -4.363 -1.905 0.0104 0.0983 -0.1361 0.065
H -3.403 -4.095 -1.354 -0.1140 0.0214 -0.1257 0.062
H -2.928 -5.643 -2.050 -0.0788 0.0278 0.0237 0.089
H -3.043 -2.988 -3.553 0.1424 -0.0363 -0.2082 0.122
H -4.186 -4.305 -3.752 0.0632 -0.1640 -0.0241 0.129
H -2.678 -7.832 -6.515 -0.0287 0.0272 0.1269 0.098
H -1.386 -8.250 -5.352 -0.1284 0.0048 0.0226 0.099
H -0.978 -7.718 -6.991 0.0507 0.1975 0.0458 0.095
```
Positions in Å, forces in eV/Å.

Properties
Maximum force = 1.6 eV/Å
Net charge = +1
Total energy = -1569.46615 hartree
Lowest unoccupied orbital energy = -3.28 eV
HOMO = -12.2343 eV


No. 3
Formula: C20H35N3O4RuSSi2Te
Source: the OMol25 dataset
Level of theory: the ωB97M-V functional and the def2-TZVPD basis

```
67
Properties=species:S:1:pos:R:3:forces:R:3:lowdin_charge:R:1
Ru 0.305 0.921 1.854 0.1385 0.3996 -0.2833 0.525
C -0.358 4.367 2.660 0.0638 -0.0214 0.0502 -0.197
Si -0.426 3.141 1.268 -0.1251 -0.2259 0.0153 0.520
C -2.135 2.946 0.552 -0.0165 0.1128 -0.0139 -0.180
C 0.923 3.314 -0.024 0.0356 -0.0404 0.0350 -0.320
C 0.691 4.239 -1.048 0.0160 -0.0196 -0.0879 -0.081
C 1.629 4.454 -2.046 0.0071 -0.0303 0.0218 -0.036
C 2.809 3.722 -2.057 -0.0288 -0.0107 0.0204 -0.036
C 3.046 2.777 -1.069 -0.0243 0.0020 -0.0780 -0.079
C 2.128 2.565 -0.035 -0.0645 0.0283 0.0746 -0.317
Si 2.587 1.276 1.251 0.0299 -0.2202 -0.0409 0.510
C 3.696 1.861 2.619 -0.0756 0.0526 0.0798 -0.193
C 3.150 -0.340 0.514 0.0968 0.0485 -0.0228 -0.181
H -0.607 5.351 2.249 0.0159 -0.0055 -0.0144 0.058
H 0.630 4.447 3.114 -0.0083 -0.0058 0.0181 0.035
H -1.098 4.146 3.432 0.0128 -0.0014 0.0048 0.036
H -2.649 3.911 0.586 -0.0178 -0.0156 -0.0333 0.054
H -2.745 2.244 1.124 -0.0022 0.0074 0.0128 0.033
H -2.104 2.618 -0.487 -0.0022 -0.0247 0.0123 0.032
H -0.230 4.814 -1.069 -0.0033 -0.0091 0.0028 0.114
H 1.439 5.189 -2.817 0.0052 0.0060 0.0036 0.123
H 3.543 3.885 -2.835 0.0010 0.0055 0.0015 0.123
H 3.970 2.208 -1.107 -0.0041 -0.0042 0.0016 0.113
H 4.671 2.117 2.194 -0.0137 0.0006 -0.0324 0.057
H 3.861 1.072 3.357 -0.0009 0.0204 0.0058 0.036
H 3.318 2.752 3.122 0.0092 0.0004 0.0188 0.034
H 4.218 -0.269 0.283 -0.0086 -0.0261 -0.0217 0.054
H 2.625 -0.580 -0.411 -0.0172 -0.0124 0.0113 0.028
H 3.032 -1.167 1.216 0.0096 0.0006 0.0038 0.038
C 1.115 -0.782 5.076 0.0198 0.0130 0.0162 -0.350
Te 0.384 1.081 4.363 -0.0954 -0.1159 0.2803 1.351
C -1.633 0.857 5.003 0.0276 -0.0090 -0.0039 -0.347
H 0.998 -0.785 6.157 -0.0054 0.0170 -0.0032 0.030
H 2.169 -0.847 4.818 -0.0083 -0.0119 -0.0133 0.015
H 0.554 -1.596 4.627 0.0051 -0.0035 -0.0046 0.012
H -1.915 -0.189 4.907 -0.0158 0.0041 -0.0069 0.019
H -2.262 1.484 4.377 0.0023 0.0084 0.0090 0.013
H -1.692 1.177 6.040 0.0015 -0.0097 0.0015 0.026
C -1.430 -3.831 -6.402 -0.0032 0.0026 0.0009 -0.099
C -0.947 -3.288 -5.060 0.0043 0.0158 -0.0181 -0.304
S -1.482 -4.379 -3.763 -0.0571 -0.0405 -0.0052 0.642
O -0.776 -5.619 -3.887 -0.0004 0.0190 0.0114 -0.274
O -2.918 -4.332 -3.685 0.0366 -0.0060 -0.0054 -0.287
C -0.895 -3.615 -2.237 -0.0077 0.0090 0.0510 -0.201
C -1.894 -2.585 -1.734 0.0001 -0.0092 0.0003 -0.119
N -1.483 -2.019 -0.427 -0.0245 0.0022 0.0192 0.084
C -0.816 -0.870 -0.272 -0.0080 0.0151 -0.0529 -0.276
N -0.621 -0.632 1.035 0.0681 0.1336 0.0004 -0.054
C -1.186 -1.665 1.740 -0.0318 0.0400 0.0101 -0.003
C -1.719 -2.518 0.839 0.0421 -0.0335 -0.0297 -0.097
N -2.391 -3.765 1.146 0.0066 -0.0147 -0.0008 -0.319
O -2.620 -3.946 2.318 0.0045 0.0012 0.0123 0.138
O -2.643 -4.506 0.224 -0.0124 0.0079 -0.0020 0.142
C -0.380 0.024 -1.375 0.0072 -0.0347 0.0230 0.038
H -1.117 -3.158 -7.198 0.0071 0.0014 0.0035 0.086
H -2.515 -3.907 -6.421 -0.0003 0.0002 0.0024 0.085
H -1.004 -4.814 -6.593 -0.0025 -0.0008 0.0020 0.087
H -1.369 -2.303 -4.849 -0.0007 -0.0044 0.0006 0.098
H 0.141 -3.247 -5.005 0.0031 -0.0013 -0.0057 0.105
H 0.106 -3.212 -2.402 -0.0131 0.0122 -0.0222 0.108
H -0.827 -4.455 -1.546 0.0129 -0.0080 0.0091 0.106
H -2.870 -3.044 -1.614 0.0057 0.0107 -0.0172 0.125
H -2.001 -1.744 -2.417 0.0220 0.0161 0.0032 0.126
H -1.186 -1.737 2.812 0.0027 -0.0086 -0.0019 0.117
H -1.240 0.448 -1.896 -0.0053 -0.0012 0.0016 0.108
H 0.227 -0.515 -2.103 0.0004 -0.0014 0.0036 0.105
H 0.218 0.850 -0.982 -0.0161 -0.0263 -0.0344 0.057
```
Positions in Å, forces in eV/Å.

Properties
Maximum force = 0.5 eV/Å
Net charge = +2
Total energy = -2587.72744 hartree
Lowest unoccupied orbital energy = -8.13 eV
HOMO = -14.8986 eV